1.
ORCA calculation (the ωB97M-V functional and the def2-TZVPD basis) on a cluster of 6 separate species, C40H68I2N8O3S2 in total at a distorted geometry.

As for the total energy: -3620.4391 Eh. As for the HOMO energy: -8.4 eV. For the frontier orbital gap, the calculation gives 8.29 eV. As for the SMILES: CCN(CC)C(=S)SCCC[C@H]1[C@@H](CCCC(=O)O)C(=O)N[C@@]1(CN)/C(I)=C(/C)I.CCCC#N.CCCC#N.CCCC#N.CCCC#N.CCCC#N.

Geometry (Å):
C1 -0.3712 1.4564 -3.4478
C2 -1.1986 0.8096 -2.3365
N1 -0.6494 1.1064 -0.9837
C3 0.5152 0.2309 -0.7564
C4 1.1910 0.4174 0.5895
C5 -1.6775 0.9940 -0.0362
S1 -2.0781 -0.2988 0.8521
S2 -2.6756 2.4509 0.0066
C6 -1.4681 3.7509 0.3954
C7 -1.6370 4.2023 1.8487
C8 -0.4177 4.9059 2.4332
C9 0.7277 3.9080 2.6090
C10 2.0682 4.0108 1.8590
C11 2.8343 5.3214 1.6603
C12 3.6053 5.3379 0.3244
C13 5.1235 5.2279 0.4962
C14 5.6776 3.9545 -0.0968
O1 5.2725 3.4553 -1.1053
O2 6.7667 3.4504 0.5417
C15 2.9064 2.9861 2.5945
O3 4.0266 2.6517 2.2942
N2 2.2007 2.4512 3.6969
C16 1.1138 3.3822 4.0230
C17 -0.1006 2.6798 4.6557
N3 -0.4144 1.4324 3.9488
C18 1.6607 4.3716 5.0678
I1 1.4494 6.4524 4.7886
C19 2.2643 4.0490 6.2144
C20 2.7681 4.9955 7.2603
I2 2.6752 2.0603 6.7751
H1 -1.0202 2.0318 -4.1040
H2 0.1421 0.7050 -4.0385
H3 0.3537 2.1340 -3.0027
H4 -1.2375 -0.2766 -2.4450
H5 -2.2235 1.1681 -2.3781
H6 1.2210 0.4786 -1.5476
H7 0.2408 -0.8170 -0.9172
H8 2.2719 0.3664 0.4691
H9 0.9299 1.3814 1.0126
H10 0.8941 -0.3464 1.3062
H11 -1.7087 4.5868 -0.2575
H12 -0.4887 3.3568 0.1309
H13 -1.9316 3.3769 2.4928
H14 -2.4798 4.8989 1.8485
H15 -0.6939 5.2951 3.4103
H16 -0.1498 5.7709 1.8246
H17 0.3301 2.9828 2.1947
H18 1.9119 3.5860 0.8644
H19 3.5505 5.4262 2.4737
H20 2.1502 6.1645 1.7025
H21 3.2937 4.5229 -0.3240
H22 3.3643 6.2578 -0.2066
H23 5.6545 6.0397 -0.0030
H24 5.4062 5.2889 1.5461
H25 6.6038 3.4419 1.4963
H26 1.8188 1.5393 3.4391
H27 -0.9497 3.3612 4.6144
H28 0.0783 2.4860 5.7090
H29 -0.2494 0.6413 4.5599
H30 -1.3975 1.3909 3.6971
H31 3.7173 5.4313 6.9473
H32 2.0450 5.7845 7.4520
H33 2.9468 4.4716 8.1932
C21 -2.0738 -4.9396 -3.4137
C22 -0.6675 -5.0971 -3.9759
C23 0.2456 -3.9322 -3.5841
C24 -0.2038 -2.6503 -4.1240
N4 -0.5234 -1.6306 -4.5448
H34 -2.5636 -4.0426 -3.7968
H35 -2.6919 -5.7911 -3.6895
H36 -2.0538 -4.8735 -2.3226
H37 -0.7078 -5.1886 -5.0614
H38 -0.2173 -6.0168 -3.6016
H39 1.2640 -4.1061 -3.9360
H40 0.3034 -3.8441 -2.4989
C25 -0.5495 -4.5232 3.1302
C26 0.0323 -3.4051 2.2750
C27 -0.1170 -3.6663 0.7731
C28 0.6135 -4.8540 0.3319
N5 1.1850 -5.7894 -0.0110
H41 -0.0365 -5.4688 2.9478
H42 -0.4508 -4.2900 4.1901
H43 -1.6109 -4.6660 2.9172
H44 1.0884 -3.2633 2.5117
H45 -0.4745 -2.4633 2.4931
H46 0.2507 -2.8082 0.2070
H47 -1.1710 -3.7867 0.5134
C29 4.6205 0.4918 -6.3859
C30 4.1911 -0.9696 -6.4092
C31 2.8580 -1.2048 -5.6892
C32 2.9410 -0.8728 -4.2677
N6 3.0166 -0.6068 -3.1532
H48 4.7718 0.8427 -5.3642
H49 5.5566 0.6279 -6.9267
H50 3.8674 1.1285 -6.8539
H51 4.9625 -1.5924 -5.9529
H52 4.0774 -1.3085 -7.4404
H53 2.5535 -2.2488 -5.7793
H54 2.0658 -0.6049 -6.1408
C33 -2.9851 -11.1238 -4.4990
C34 -2.7175 -10.1698 -3.3421
C35 -3.1384 -8.7288 -3.6524
C36 -2.3819 -8.1646 -4.7697
N7 -1.7730 -7.7441 -5.6472
H55 -2.4187 -10.8367 -5.3859
H56 -2.6970 -12.1405 -4.2342
H57 -4.0444 -11.1338 -4.7623
H58 -1.6581 -10.1855 -3.0817
H59 -3.2669 -10.4939 -2.4569
H60 -2.9868 -8.0885 -2.7815
H61 -4.2009 -8.6870 -3.9010
C37 -7.3805 2.3249 3.9979
C38 -6.8374 3.0767 2.7894
C39 -5.7185 2.3176 2.0679
C40 -4.5521 2.1191 2.9226
N8 -3.6582 1.9791 3.6300
H62 -6.6026 2.1684 4.7463
H63 -8.1896 2.8824 4.4689
H64 -7.7718 1.3481 3.7074
H65 -6.4669 4.0566 3.0960
H66 -7.6384 3.2512 2.0693
H67 -5.3919 2.8522 1.1753
H68 -6.0697 1.3373 1.7384

Atom charges from the Mulliken analysis, given in e for atoms 1 to 4: number 1, C, carries -1.149; number 2, C, carries -0.427; number 3, N, carries 0.550; number 4, C, carries -0.226


2.
ORCA calculation (the ωB97M-V functional and the def2-TZVPD basis) on a structure of composition C40H69ClF2N3O5PScSeSiTe.

As for the total energy: -6827.2434 Eh. As for the HOMO energy (spin up / spin down): -1.4 / -1.4 eV. The charge is -2. The spin multiplicity is 2. For the frontier orbital gap (spin up / spin down), the calculation gives 5.07 / 4.99 eV.

Geometry (Å):
Sc1 0.0469 -1.0701 -0.0339
O1 -0.6063 0.8055 0.3334
H1 -0.4893 2.3028 -0.7329
H2 -0.2441 1.1821 1.1467
O2 -1.0109 -1.1338 -2.0621
H3 -0.6603 -2.0359 -2.2398
H4 -0.4356 -0.5363 -2.5727
Cl1 1.4984 2.3449 2.8909
Se1 0.5155 -3.7275 -0.9274
N1 3.4096 0.3383 3.7721
C1 3.1666 -1.0877 3.4916
P1 3.0512 -1.2147 1.6616
O3 4.0547 -0.2650 1.0875
O4 1.5687 -1.0398 1.3632
C2 3.5659 -2.9120 1.2411
N2 3.8152 -2.9694 -0.1959
H5 4.1695 0.6548 3.1710
H6 3.6436 0.5077 4.7425
H7 2.3372 1.2996 3.3264
H8 2.2231 -1.4006 3.9379
H9 3.9706 -1.7292 3.8666
H10 2.7550 -3.5972 1.5115
H11 4.4545 -3.1515 1.8413
H12 4.4719 -3.6940 -0.4449
H13 4.1367 -2.0795 -0.5579
H14 1.9551 -3.4046 -1.0460
C3 -4.2932 -4.2605 1.9993
C4 -2.9891 -3.8947 1.2786
C5 -2.0849 -5.1315 1.3747
C6 -3.2998 -3.7285 -0.2184
Si1 -2.0287 -2.2517 1.8835
C7 -1.1477 -2.7506 3.5984
C8 -1.9488 -3.5764 4.6113
C9 -0.6966 -1.4645 4.3029
C10 0.1391 -3.5269 3.2802
C11 -3.4750 -0.9600 2.3758
C12 -2.8869 0.4473 2.5646
C13 -4.3256 -1.2536 3.6174
C14 -4.4128 -0.8282 1.1681
H15 -4.6778 -5.2123 1.6000
H16 -5.0780 -3.5161 1.8616
H17 -4.1450 -4.3932 3.0735
H18 -2.5699 -5.9719 0.8542
H19 -1.9243 -5.4464 2.4076
H20 -1.1148 -4.9697 0.9044
H21 -3.8416 -4.6131 -0.5878
H22 -2.3778 -3.6412 -0.7965
H23 -3.9086 -2.8512 -0.4368
H24 -2.8815 -3.0918 4.9033
H25 -1.3525 -3.7245 5.5265
H26 -2.1959 -4.5674 4.2272
H27 -1.5355 -0.9098 4.7261
H28 -0.1576 -0.7968 3.6231
H29 -0.0218 -1.7165 5.1375
H30 -0.0477 -4.4884 2.8050
H31 0.6974 -3.7161 4.2127
H32 0.7753 -2.9548 2.6052
H33 -2.1990 0.5166 3.4076
H34 -3.7055 1.1604 2.7517
H35 -2.3491 0.7679 1.6743
H36 -3.7344 -1.1737 4.5324
H37 -4.7866 -2.2417 3.6027
H38 -5.1346 -0.5097 3.6953
H39 -5.0203 -1.7167 0.9960
H40 -5.1007 0.0175 1.3222
H41 -3.8390 -0.6315 0.2574
C15 7.1313 5.6892 -4.5605
C16 5.9469 5.1770 -3.7837
C17 5.9437 3.9087 -3.2336
C18 4.8444 3.4096 -2.5272
C19 4.9543 2.0014 -1.9905
C20 3.7290 4.2329 -2.3473
Te1 1.9510 3.3849 -1.2927
N3 -0.2411 3.1756 -1.2282
C21 -0.8999 3.4803 -2.3519
O5 -0.4975 4.3164 -3.1745
C22 -2.2261 2.7959 -2.6070
C23 -2.8989 2.0559 -1.6384
C24 -4.1249 1.4754 -1.9377
C25 -4.6769 1.6146 -3.2022
C26 -4.0015 2.3415 -4.1748
C27 -2.7856 2.9332 -3.8742
C28 2.0172 4.9002 0.2033
C29 3.0848 4.7979 1.1116
C30 4.1668 3.7574 0.9939
C31 3.1515 5.6853 2.1805
C32 2.1860 6.6559 2.3885
C33 2.2559 7.5876 3.5692
C34 1.1465 6.7419 1.4777
C35 1.0411 5.8897 0.3804
C36 -0.1188 6.1227 -0.5491
C37 3.6959 5.5075 -2.9340
C38 2.4824 6.3908 -2.8361
C39 4.8076 5.9621 -3.6309
H42 7.9856 5.0191 -4.4597
H43 7.4334 6.6796 -4.2133
H44 6.8968 5.7743 -5.6245
H45 6.8141 3.2700 -3.3589
H46 5.3554 1.3387 -2.7587
H47 4.0097 1.5766 -1.6623
H48 5.6332 1.9625 -1.1351
H49 -2.4609 1.8998 -0.6596
H50 -4.6383 0.8974 -1.1804
H51 -5.6265 1.1460 -3.4330
H52 -4.4215 2.4420 -5.1690
H53 -2.2415 3.5138 -4.6073
H54 3.7523 2.7487 0.9184
H55 4.8080 3.7875 1.8759
H56 4.7889 3.9340 0.1146
H57 3.9702 5.5881 2.8862
H58 3.1105 7.3515 4.2038
H59 1.3531 7.5135 4.1787
H60 2.3505 8.6275 3.2473
H61 0.3814 7.5019 1.6117
H62 -0.2669 7.1979 -0.6785
H63 -1.0348 5.7030 -0.1281
H64 0.0160 5.6746 -1.5280
H65 1.5838 5.8578 -3.1565
H66 2.6040 7.2796 -3.4576
H67 2.3185 6.7147 -1.8066
H68 4.7802 6.9531 -4.0762
F1 1.0912 0.6078 -2.5322
C40 1.6962 -0.1842 -1.4690
F2 2.6209 -0.9645 -2.1854
H69 2.3295 0.5439 -0.9479

Atom charges from the Mulliken analysis, given in e for atoms 1 to 4: number 1, Sc, carries 0.179; number 2, O, carries 0.106; number 3, H, carries -0.325; number 4, H, carries -0.154


3.
ORCA calculation (the ωB97M-V functional and the def2-TZVPD basis) on a structure of composition C40H69IrN4O3.

As for the total energy: -2114.4196 Eh. As for the HOMO energy (spin up / spin down): -9.3 / -9.5 eV. The charge is +1. The spin multiplicity is 2. For the frontier orbital gap (spin up / spin down), the calculation gives 5.48 / 5.76 eV.

Geometry (Å):
Ir1 -1.6247 0.2990 1.0602
C1 -4.8080 0.3993 1.9754
N1 -3.5516 1.1062 2.2543
C2 -3.2905 1.0960 3.6985
C3 -3.6828 2.4896 1.7625
C4 -2.3337 3.0864 1.4210
N2 -1.6484 2.2528 0.3976
C5 -0.2253 2.6788 0.2521
C6 0.8396 1.8303 0.9063
C7 2.0615 1.6612 0.1185
C8 3.2511 1.1926 0.8399
C9 3.0707 0.6468 2.0774
C10 1.8352 0.6484 2.7606
C11 0.6717 1.1862 2.1262
O1 -0.5154 1.1017 2.6680
C12 1.7657 0.2275 4.2225
C13 3.1043 -0.2887 4.7542
C14 0.7057 -0.8589 4.4797
C15 1.3906 1.4937 5.0232
C16 4.6209 1.4090 0.2234
C17 4.6873 0.9191 -1.2290
C18 4.8817 2.9285 0.2430
C19 5.7342 0.7225 1.0187
C20 -2.3235 2.3857 -0.9300
C21 -1.7598 1.4696 -1.9652
C22 -1.1220 2.0054 -3.0724
C23 -0.6154 1.1987 -4.0814
C24 -0.8259 -0.1693 -3.9425
C25 -1.4607 -0.7582 -2.8514
C26 -1.9143 0.0771 -1.7996
O2 -2.4887 -0.4019 -0.6902
C27 -1.5859 -2.2787 -2.7637
C28 -3.0340 -2.6896 -2.4595
C29 -0.6494 -2.7505 -1.6472
C30 -1.1728 -2.9885 -4.0562
C31 0.1080 1.8239 -5.2719
C32 -0.8576 2.7446 -6.0317
C33 0.6396 0.7719 -6.2453
C34 1.3012 2.6481 -4.7649
H1 -5.6615 0.9360 2.4083
H2 -4.7787 -0.5919 2.4148
H3 -4.9427 0.3084 0.8980
H4 -4.1006 1.5975 4.2419
H5 -2.3426 1.5829 3.9117
H6 -3.2227 0.0636 4.0399
H7 -4.1987 3.1181 2.4973
H8 -4.3135 2.4631 0.8754
H9 -1.6909 3.0927 2.3000
H10 -2.4443 4.1109 1.0516
H11 -0.1186 3.7122 0.6055
H12 -0.0002 2.6934 -0.8153
H13 2.2542 2.5312 -0.5078
H14 3.9246 0.2471 2.5975
H15 3.4577 -1.1621 4.2010
H16 2.9710 -0.5932 5.7924
H17 3.8826 0.4763 4.7360
H18 0.9910 -1.8031 4.0167
H19 -0.2687 -0.5701 4.1013
H20 0.6433 -1.0219 5.5576
H21 2.1324 2.2815 4.8771
H22 1.3654 1.2458 6.0856
H23 0.4117 1.8672 4.7309
H24 3.9382 1.3949 -1.8655
H25 4.5679 -0.1633 -1.2976
H26 5.6673 1.1705 -1.6355
H27 4.1709 3.4756 -0.3773
H28 5.8808 3.1257 -0.1478
H29 4.8307 3.3251 1.2587
H30 5.5821 -0.3569 1.0795
H31 5.8207 1.1223 2.0298
H32 6.6870 0.8942 0.5181
H33 -2.2365 3.4288 -1.2524
H34 -3.3764 2.1546 -0.7791
H35 -1.0319 3.0859 -3.1408
H36 -0.4615 -0.8182 -4.7238
H37 -3.3800 -2.2599 -1.5228
H38 -3.1065 -3.7796 -2.4102
H39 -3.6986 -2.3515 -3.2571
H40 -0.9316 -2.2725 -0.7123
H41 0.3849 -2.4801 -1.8794
H42 -0.6949 -3.8362 -1.5334
H43 -1.7534 -2.6430 -4.9135
H44 -1.3525 -4.0591 -3.9450
H45 -0.1123 -2.8566 -4.2801
H46 -1.7227 2.1844 -6.3896
H47 -0.3581 3.1922 -6.8937
H48 -1.2207 3.5544 -5.3971
H49 -0.1675 0.1802 -6.6807
H50 1.3430 0.0913 -5.7605
H51 1.1645 1.2658 -7.0643
H52 0.9805 3.4611 -4.1106
H53 1.8427 3.0917 -5.6030
H54 1.9985 2.0145 -4.2094
C35 1.6416 0.4909 -0.9391
H55 0.7967 -0.1086 -0.5972
H56 2.5002 -0.1540 -1.1020
H57 1.3588 0.9942 -1.8625
C36 -3.3209 -2.7421 1.7453
N3 -2.1073 -3.5060 1.5174
C37 -2.2735 -4.7903 0.8482
C38 -0.9354 -2.8490 1.5778
O3 -0.8544 -1.6022 1.7021
N4 0.2155 -3.5778 1.5156
C39 1.4539 -2.8982 1.1784
C40 0.3807 -4.8306 2.2378
H58 -4.1586 -3.4344 1.8054
H59 -3.4924 -2.0341 0.9324
H60 -3.2445 -2.2052 2.6899
H61 -2.9857 -4.6719 0.0298
H62 -2.6513 -5.5452 1.5398
H63 -1.3306 -5.1252 0.4293
H64 1.2415 -2.0304 0.5591
H65 2.0870 -3.5884 0.6194
H66 2.0002 -2.5709 2.0676
H67 -0.5585 -5.1482 2.6811
H68 1.1060 -4.6912 3.0443
H69 0.7470 -5.6193 1.5777

Atom charges from the Mulliken analysis, given in e for atoms 1 to 4: number 1, Ir, carries 3.987; number 2, C, carries -1.273; number 3, N, carries 0.237; number 4, C, carries -1.203